No. 1
71
Properties=species:S:1:pos:R:3:lowdin_charge:R:1 method="wB97M-V/def2-TZVPD" homo_ev="-6.6 / -7.7" energy_ha=-3032.112937 de_lowest_kcal_mol=0.0 homo_lumo_gap_ev="7.28 / 6.72" molar_mass_g_mol=744.33 spin_multiplicity=2
Hg 2.0202 6.9373 18.8189 0.62
S 2.0584 4.4624 19.3557 0.52
S 4.9499 8.5323 17.0732 0.56
S 7.7647 9.1346 22.7070 1.04
P 1.7344 7.2221 16.0447 0.74
O 0.4119 8.0648 15.5109 -0.32
O 2.5533 7.2744 14.6613 -0.33
O 1.2733 5.6271 16.0158 -0.37
N 5.0521 5.9366 16.2942 0.01
N -0.3714 5.2929 18.7035 -0.02
N 5.5484 6.4705 18.5477 -0.03
N 6.1630 8.4260 20.7943 0.04
C 5.4768 9.3124 24.2625 -0.10
C 6.0887 9.0303 23.0764 -0.51
C 3.9222 4.0323 15.1961 -0.08
C 6.3850 5.3626 18.8670 -0.27
C -2.3452 3.9662 18.8737 -0.06
C -0.1912 3.0285 19.3573 -0.13
C 0.3872 4.2666 19.0467 -0.85
C -1.9117 8.4736 15.6172 -0.08
C -1.6808 5.1640 18.6513 -0.17
C 7.4009 8.6282 21.0549 -0.43
C 5.3761 8.6614 21.9336 -0.28
C 5.2381 6.8861 17.2924 -0.87
C -0.0079 5.0842 15.5144 -0.23
C 3.7529 8.4798 12.9286 -0.07
C 4.4322 4.6043 16.5296 -0.24
C 3.3660 8.7305 23.2651 -0.08
C 2.8606 8.6480 14.1567 -0.28
C -1.5470 2.8600 19.2408 -0.07
C -0.6699 8.3628 16.4581 -0.29
C 4.1123 9.1065 24.3843 -0.07
C 5.8400 4.4787 19.9802 -0.07
C -0.0123 3.5887 15.8008 -0.04
C 3.9714 8.4702 22.0448 0.00
H 3.7204 9.3517 12.2797 0.07
H 4.8026 8.3064 13.3107 0.09
H 3.5869 3.0137 15.3362 0.07
H -0.2373 5.2771 14.4853 0.11
H 4.8828 6.3298 15.3995 0.08
H 6.6308 3.7537 20.2571 0.09
H 0.8992 3.2324 15.3896 0.05
H 4.9495 3.9887 19.6635 0.02
H -1.9038 9.4039 15.0613 0.07
H 2.2994 8.6298 23.3216 0.10
H 3.3896 8.1060 21.1879 0.05
H 3.5957 4.7915 17.2234 0.03
H 5.6194 5.0940 20.8074 0.05
H 8.2019 8.5808 20.3130 0.09
H 3.1146 4.6340 14.7801 0.05
H 3.6517 9.2724 25.3494 0.10
H 3.3519 9.2105 14.9821 0.05
H 0.1008 3.4960 16.8822 0.04
H 3.4344 7.6174 12.3671 0.07
H 5.1686 3.8730 16.9628 0.11
H 4.7929 3.9581 14.4948 0.09
H 0.5851 2.3274 19.5374 0.08
H -0.7615 7.6381 17.2850 0.08
H -0.7043 5.6302 16.1389 0.07
H -1.9198 7.7183 14.8583 0.06
H -2.2958 6.0092 18.2938 0.11
H 1.9062 9.1200 13.8796 0.10
H 6.0323 9.7521 25.0267 0.09
H -2.8700 8.4027 16.2051 0.10
H -0.4620 9.3299 16.9051 0.11
H -0.8929 3.0046 15.4076 0.11
H 5.6052 7.2912 19.1148 0.03
H -2.0613 1.9054 19.4126 0.11
H 7.3642 5.8102 19.1640 0.12
H -3.3727 3.7903 18.7510 0.08
H 6.7236 4.8742 17.9305 0.11


No. 2
70
Properties=species:S:1:pos:R:3:lowdin_charge:R:1 method="wB97M-V/def2-TZVPD" homo_ev=-10.2 energy_ha=-2358.217822 de_lowest_kcal_mol=37.5 homo_lumo_gap_ev=6.34 molar_mass_g_mol=593.71 total_charge=+1
Y -0.0060 0.6554 0.1489 1.41
S -1.0864 3.1823 -0.9402 0.51
Si -2.5743 -1.3802 -1.1703 0.33
Si -0.0653 -2.8881 -0.4773 0.35
O -0.7229 3.6258 -2.3021 -0.32
O -1.7384 1.8424 -0.7803 -0.46
O 0.0702 3.0864 0.0395 -0.44
N 1.3847 0.7889 -1.6071 0.08
N 1.9660 0.7260 1.4534 0.02
N -0.6029 0.8266 2.4641 0.02
N 1.7958 1.6389 -3.9659 -0.14
C -1.0222 0.9258 5.2834 0.03
C 4.3616 0.8242 1.8143 -0.03
C 0.2939 0.7967 4.7564 -0.12
C -3.9093 -0.3829 -0.4310 -0.20
C -2.2205 4.3961 -0.3164 -0.11
C -2.3042 -0.7592 -2.9564 -0.18
C 2.3327 0.6069 -4.9378 -0.02
C 2.6995 0.6022 5.0991 -0.02
C 1.7468 -2.4710 -0.2190 -0.23
C 4.2585 0.6842 3.1987 0.04
C 0.0626 -3.4967 -2.2416 -0.18
C 1.5205 1.1449 -2.7583 -0.16
C 3.2513 0.8421 0.9982 -0.09
C 0.5118 0.7244 3.3318 -0.08
C 1.8465 0.6802 2.7826 -0.16
C 1.4462 0.7340 5.6333 0.01
C 1.7565 3.1687 -4.2188 0.03
C -2.0840 1.0464 4.3759 -0.02
C -0.4674 -4.2967 0.8191 -0.16
C -1.1563 -1.4996 -0.0149 -0.51
C -1.7991 1.0573 3.0082 -0.10
C 2.9342 0.5984 3.7156 -0.14
C -3.2583 -3.1537 -1.5539 -0.19
H -0.1780 -3.9861 1.7799 -0.01
H -2.6110 4.0628 0.6516 0.08
H -2.6536 1.2697 2.4109 0.10
H 5.1367 0.5232 3.8833 0.15
H 0.4985 -2.7628 -2.9345 0.04
H 5.3576 0.8123 1.3052 0.13
H -1.1935 0.7653 6.3524 0.13
H -4.7895 -0.9694 -0.1548 0.03
H 2.1806 -1.5082 -0.6992 0.01
H 2.4305 -3.2398 -0.7456 0.06
H 2.1063 -2.4393 0.7968 0.00
H -4.3679 -3.1318 -1.4925 0.03
H 1.5192 3.3896 -5.2831 0.11
H -1.7044 0.1623 -2.9513 0.00
H -1.6219 -1.7961 0.9727 0.03
H 0.7297 -4.3269 -2.2525 0.02
H -0.8753 -3.9460 -2.5863 0.02
H -3.5444 0.2826 0.3685 0.00
H 0.9742 3.5890 -3.5847 0.05
H -4.3677 0.2945 -1.2147 0.06
H -1.9719 -1.5752 -3.6751 0.04
H 2.7590 3.4951 -3.8895 0.10
H 2.5682 1.0944 -5.9334 0.11
H 3.1986 0.0772 -4.5304 0.08
H 3.3507 0.8592 -0.0704 0.09
H 0.0169 -5.2820 0.6507 0.04
H 1.3344 0.7413 6.7174 0.13
H -3.3151 -0.5515 -3.3547 0.04
H -1.7125 5.3580 -0.2572 0.08
H -3.0164 -3.9585 -0.7910 0.03
H 1.5959 -0.2071 -5.1433 0.10
H -3.1242 1.0775 4.7684 0.13
H -2.9400 -3.5451 -2.5356 0.01
H 3.5635 0.4483 5.7335 0.12
H -1.5593 -4.4271 0.7069 0.01
H -2.9955 4.4737 -1.0493 0.07


No. 3
62
Properties=species:S:1:pos:R:3:lowdin_charge:R:1 method="wB97M-V/def2-TZVPD" homo_ev=-6.8 energy_ha=-1773.212900 de_lowest_kcal_mol=71.9 homo_lumo_gap_ev=6.29 molar_mass_g_mol=581.69
Pb 1.5630 0.2753 3.3058 1.03
P -4.1227 -0.3295 -0.3397 0.85
P -1.8194 -2.9695 -1.3686 0.92
C 8.5165 3.2496 2.6391 -0.10
C -1.8453 1.1155 0.1245 -0.20
C -4.4020 -1.6260 -1.6358 -0.39
C -5.2348 -0.7871 1.0136 -0.27
C 1.1524 2.4469 2.8243 -0.38
C -1.5204 -4.7318 -1.0002 -0.27
C 4.7703 1.3225 2.7655 -0.15
C 7.8998 2.8845 1.4382 -0.09
C -0.5745 0.3629 -2.5583 -0.20
C 0.2337 -1.5129 -1.1345 -0.27
C 6.0577 1.9157 2.6969 -0.27
C 6.7172 2.2428 3.8997 -0.04
C -1.5543 -0.3726 0.2232 -0.36
C -3.7002 -2.9817 -1.4566 -0.39
C -0.0902 -0.8702 0.2265 -0.22
C -1.5083 -2.9281 -3.1815 -0.26
C -4.7989 1.1138 -1.1920 -0.27
C 7.9355 2.9252 3.8717 -0.09
C -1.1285 1.9949 -0.6039 -0.13
C 6.6747 2.2113 1.4608 -0.04
C 3.6563 0.7952 2.8815 -0.30
C 0.4602 -0.6267 -2.1540 -0.16
C -0.4636 1.7851 -1.9191 -0.18
H -4.0555 -3.4660 -0.5336 0.07
H -3.9613 -3.6290 -2.3126 0.08
H -1.8612 -3.8569 -3.6563 0.04
H 0.1336 2.5535 2.4229 -0.04
H -5.1585 -0.0128 1.7922 0.04
H 1.8914 2.8012 2.0995 -0.02
H -0.9047 2.4944 -2.6518 0.11
H -4.9079 -1.7553 1.4254 0.04
H 0.6054 -0.0516 0.4797 0.08
H -0.4346 -2.8151 -3.3602 0.04
H -2.0967 -4.9928 -0.1019 0.04
H -2.5838 1.5024 0.8538 0.09
H -1.0774 3.0346 -0.2707 0.10
H 6.1912 1.9185 0.5238 0.12
H -4.4057 2.0231 -0.7258 0.03
H -5.8940 1.1091 -1.1283 0.04
H 9.4746 3.7840 2.6221 0.10
H -1.5846 -0.0352 -2.3878 0.09
H -2.0556 -0.7959 1.1175 0.10
H -1.8137 -5.3726 -1.8427 0.04
H -5.4956 -1.7660 -1.6189 0.08
H 8.4211 3.1833 4.8053 0.10
H 0.6058 2.0460 -1.8510 0.11
H -2.0312 -0.8437 -0.6756 -0.05
H 6.2611 1.9660 4.8527 0.11
H -6.2643 -0.8515 0.6271 0.03
H -0.5214 0.4929 -3.6506 0.11
H 1.2595 3.0083 3.7625 -0.02
H -4.4866 1.1012 -2.2452 0.05
H -4.1246 -1.1766 -2.6046 0.07
H 8.3732 3.1119 0.4848 0.10
H -0.4539 -4.8657 -0.7820 0.04
H 0.6273 -2.5436 -1.1006 0.08
H 1.4645 -0.5202 -2.5784 0.11
H -2.0059 -2.0599 -3.6381 0.04
H -0.0042 -1.6256 1.0203 0.08


No. 4
72
Properties=species:S:1:pos:R:3:lowdin_charge:R:1 method="wB97M-V/def2-TZVPD" homo_ev=-9.4 energy_ha=-5269.049905 homo_lumo_gap_ev=9.80 molar_mass_g_mol=617.65
Br -0.9999 3.2865 0.3808 0.92
S -2.2515 -6.1547 -3.6756 0.66
S 0.1244 -0.7314 0.1626 0.61
S 1.0223 4.6573 4.1621 0.65
O 0.9804 0.0124 -0.9650 -0.15
O -0.9256 0.4654 0.3925 -0.19
O -1.2988 -7.0746 -4.2408 -0.33
O -2.9739 -5.2351 -4.5189 -0.32
O 1.1261 5.9878 3.6200 -0.33
O 1.8841 3.6040 3.6869 -0.32
O -0.4947 -1.8592 -0.4326 -0.21
O 0.8767 -0.8850 1.3586 -0.20
C -0.9204 3.4198 5.4183 -0.22
C -1.4980 -5.2332 -2.3395 -0.23
C -1.3627 1.4708 -1.7694 -0.12
C 4.4006 2.1989 -1.2999 -0.21
C -3.7763 1.2452 -1.0330 -0.04
C -0.5742 1.5993 -0.4434 -0.76
C 1.8448 2.3791 -1.2522 -0.12
C -3.1551 -6.6280 -1.2068 -0.21
C -4.9924 -0.7952 -1.3845 -0.09
C 6.0367 -1.3489 -1.0559 -0.11
C 3.1719 2.6528 -0.5061 -0.18
C -2.5656 -5.2119 -1.2533 -0.22
C -2.6548 0.6943 -1.6458 -0.23
C 4.5156 0.6644 -1.3529 -0.23
C -4.9379 0.5022 -0.8994 -0.08
C -2.7315 -0.5937 -2.1495 -0.05
C -0.6726 4.0938 4.0736 -0.25
C 1.1130 4.7188 5.9600 -0.22
C -3.8888 -1.3455 -2.0130 -0.07
C -3.4359 -7.0501 -2.6548 -0.22
C 0.9338 1.4038 -0.5438 -0.36
C -0.2835 4.3389 6.4707 -0.21
C 5.9581 0.1550 -1.3768 -0.26
H 3.2403 3.7182 -0.2796 0.11
H -5.8039 0.9344 -0.4117 0.10
H 4.0337 0.2399 -0.4638 0.11
H -1.3046 4.9730 3.9472 0.11
H 6.3942 0.3303 -2.3632 0.11
H -0.8917 5.2379 6.5864 0.12
H -0.4343 2.4422 5.4376 0.12
H 1.8708 4.0018 6.2692 0.10
H -1.9837 3.2696 5.5972 0.12
H 1.4121 5.7219 6.2522 0.10
H -3.3452 -4.4942 -1.5160 0.10
H -3.8801 -2.3562 -2.4018 0.10
H 6.2462 -1.4977 0.0042 0.07
H -0.6116 -5.7812 -2.0217 0.11
H 5.1009 -1.8526 -1.3035 0.07
H 6.8290 -1.8351 -1.6272 0.06
H -2.1458 -4.9130 -0.2945 0.12
H -2.4317 -7.3092 -0.7552 0.12
H 1.2514 1.3683 0.5057 0.13
H -3.7356 2.2606 -0.6525 0.10
H -1.6313 2.4640 -2.1282 0.11
H -4.0625 -6.6693 -0.6063 0.11
H -0.7775 3.4299 3.2206 0.04
H -5.9056 -1.3663 -1.2720 0.10
H 3.1880 2.1329 0.4548 0.11
H 6.5296 0.7116 -0.6314 0.10
H 4.3276 2.6003 -2.3142 0.11
H -1.8565 -1.0157 -2.6313 0.11
H -1.2165 -4.2472 -2.7019 0.10
H -3.2963 -8.1147 -2.8225 0.10
H -0.2233 3.8566 7.4450 0.11
H 2.0992 1.9516 -2.2284 0.13
H -0.7373 0.9678 -2.5073 0.13
H 5.2950 2.5961 -0.8131 0.11
H 3.9722 0.2775 -2.2194 0.11
H 1.3205 3.3135 -1.4457 0.11
H -4.4303 -6.7516 -2.9807 0.10